No. 1
The following is a DFT calculation (ωB97M-V/def2-TZVPD) of the molecule C5H9NO.

CARTESIAN COORDINATES (ANGSTROEM)
O -1.03 -0.58 2.01
N 0.50 -0.87 0.06
C 1.91 -0.73 0.33
C -1.33 -0.05 -0.38
C -0.11 -0.50 -1.19
C -1.02 1.45 0.24
C -0.68 -0.57 0.85
H -2.33 -0.40 -0.72
H 2.75 -0.93 -0.35
H -0.83 1.97 -0.68
H 2.12 0.29 0.66
H -0.14 1.64 0.90
H -1.84 1.87 0.82
H -0.27 -1.38 -1.81
H 0.40 0.27 -1.79
H 2.10 -1.38 1.17

Its LUMO energy is 0.96 eV. The SMILES is C[C@H]1CN(C)C1=O. As for the charge: 0. The value obtained for the relative energy (zero: lowest compared OMol25 entry of this formula, charge and spin) is 269.2 kJ/mol. The total energy is -8866.423 eV.

These are the natural (NBO) partial charges, in e, on atoms 1 to 8: atom 1 (O): -0.59, atom 2 (N): -0.46, atom 3 (C): -0.43, atom 4 (C): -0.31, atom 5 (C): -0.21, atom 6 (C): -0.61, atom 7 (C): 0.70, atom 8 (H): 0.24

---

No. 2
The following is a DFT calculation (ωB97M-V/def2-TZVPD) of a structure of composition C19H44IO15P.

CARTESIAN COORDINATES (ANGSTROEM)
I 3.02 -1.40 -4.04
P -0.21 -3.20 -3.13
O 2.84 -2.68 -2.48
O -1.44 -4.14 -3.07
O -0.19 4.28 -2.27
O 2.97 -4.97 -2.54
O 0.41 1.06 -2.18
O 5.62 4.59 2.41
O -0.03 -2.52 -1.59
O 2.88 5.55 3.44
O 5.68 6.38 4.93
O -3.33 -6.67 -1.56
O -5.46 -7.88 0.62
O -0.51 -2.03 -4.36
O -0.79 2.57 0.23
O -6.15 -5.48 -1.20
O 1.11 -4.16 -3.63
C -6.37 -6.88 -1.39
C 2.30 -3.94 -2.86
C -0.66 0.66 -1.33
C 5.76 6.00 2.54
C 6.53 6.43 3.78
C 4.71 3.97 3.32
C -3.71 -5.29 -1.50
C -2.65 -6.99 -2.76
C -6.67 -7.63 -0.09
C -1.43 1.88 -0.84
C 1.46 0.11 -2.22
C -1.02 5.25 -2.89
C 3.24 4.25 2.99
C 0.07 4.59 -0.90
C 0.38 3.31 -0.12
C -4.91 -5.12 -0.58
C -5.69 -8.05 2.00
C 6.41 6.22 6.13
C 1.80 6.09 2.70
H 2.60 3.53 3.51
H 1.60 7.10 3.08
H -6.32 -8.92 2.19
H -7.36 -7.04 0.52
H 1.11 2.68 -0.63
H -2.43 -8.06 -2.75
H -1.32 0.01 -1.91
H 1.88 -0.05 -1.22
H -0.94 -2.36 -1.22
H -0.78 5.09 -0.45
H -6.15 -7.15 2.43
H 4.87 2.89 3.21
H 7.00 5.29 6.10
H 1.11 -0.83 -2.63
H -7.13 -8.59 -0.33
H -1.72 -6.43 -2.84
H 0.83 3.61 0.84
H 0.24 -2.05 -5.00
H 6.35 6.31 1.66
H -0.52 6.22 -2.90
H -1.68 2.56 -1.66
H 4.80 6.50 2.46
H 4.95 4.22 4.36
H 2.07 6.17 1.64
H -5.01 -4.05 -0.35
H -5.55 -7.33 -1.95
H -3.30 -6.79 -3.62
H -3.95 -4.91 -2.49
H -1.20 4.93 -3.92
H 6.87 7.46 3.67
H -7.26 -6.94 -2.03
H -2.38 1.53 -0.43
H 0.90 5.48 2.82
H 3.09 4.16 1.91
H 7.07 7.07 6.30
H -4.72 -8.20 2.49
H -4.79 -5.64 0.37
H 7.40 5.77 3.92
H 5.70 6.15 6.95
H -1.98 5.31 -2.37
H -2.86 -4.74 -1.09
H 2.25 0.50 -2.85
H 0.94 5.25 -0.88
H -0.28 0.10 -0.47

Its LUMO energy is -2.34 eV. As for the charge: 0. The total energy is -68512.184 eV.

These are the Löwdin partial charges, in e, on atoms 1 to 8: atom 1 (I): 1.29, atom 2 (P): 0.66, atom 3 (O): -0.51, atom 4 (O): -0.30, atom 5 (O): -0.21, atom 6 (O): 0.11, atom 7 (O): -0.18, atom 8 (O): -0.13

---

No. 3
The following is a DFT calculation (ωB97M-V/def2-TZVPD) of the ion C12H17N2 with charge +1.

CARTESIAN COORDINATES (ANGSTROEM)
N 1.27 0.12 1.11
N 0.19 1.80 -1.24
C 1.05 -2.09 0.12
C -0.26 0.47 -1.29
C -2.80 -1.81 -0.10
C -1.48 0.06 -0.69
C -2.31 1.00 -0.11
C -3.54 0.53 0.29
C -3.76 -0.86 0.32
C 0.57 2.33 0.11
C 2.21 -1.47 -0.67
C 1.15 -0.63 -0.10
C 1.79 1.46 0.66
C -1.73 -1.33 -0.80
H 3.12 -1.53 -0.15
H -0.35 2.27 0.71
H -0.94 -1.81 -1.16
H 1.15 -2.48 1.15
H -0.08 0.08 -2.33
H -2.11 2.07 -0.21
H 1.96 -0.34 1.70
H -4.81 -1.28 0.69
H -3.22 -2.85 -0.09
H 0.30 0.23 1.49
H 1.01 1.93 -1.80
H 0.34 -2.57 -0.50
H 2.18 2.03 1.45
H 2.19 -1.74 -1.66
H 2.47 1.30 -0.11
H -4.24 1.17 0.72
H 0.88 3.44 0.11

Its LUMO energy is -2.98 eV. As for the charge: +1. The value obtained for the relative energy (zero: lowest compared OMol25 entry of this formula, charge and spin) is 424.9 kJ/mol. The total energy is -15689.186 eV.

These are the natural (NBO) partial charges, in e, on atoms 1 to 8: atom 1 (N): -0.53, atom 2 (N): -0.60, atom 3 (C): -0.45, atom 4 (C): 0.13, atom 5 (C): -0.21, atom 6 (C): -0.16, atom 7 (C): -0.22, atom 8 (C): -0.20

---

No. 4
The following is a DFT calculation (ωB97M-V/def2-TZVPD) of a structure of composition C27H47Br2GaNSi3.

CARTESIAN COORDINATES (ANGSTROEM)
Br -0.05 2.25 1.31
Br -0.08 -3.56 4.46
Ga -0.08 -0.02 -0.18
Si -0.01 -2.23 -1.15
Si -1.00 1.14 -2.08
Si -0.16 4.34 2.51
N 0.88 -0.66 1.75
C -2.30 2.86 3.77
C 0.86 -2.24 3.52
C 1.62 5.51 0.64
C -1.03 -3.62 -0.43
C -1.19 -0.40 -3.15
C -1.76 -0.19 -4.42
C 2.79 -0.90 3.14
C 2.53 3.48 3.13
C -0.76 -1.71 -2.81
C 0.25 -1.61 2.44
C -0.90 -2.73 -3.76
C -2.65 1.91 -1.72
C 1.75 -2.79 -1.43
C 1.25 4.07 3.75
C 2.12 -0.30 2.09
C -1.46 -2.50 -5.01
C -2.97 4.55 2.10
C -0.17 6.97 1.60
C -0.71 5.28 -0.16
C -2.06 5.30 4.31
C 2.15 -1.89 3.87
C 0.15 5.55 1.09
C -1.90 -1.22 -5.33
C 1.60 5.44 4.37
C 0.15 2.35 -2.91
C 0.83 3.11 4.87
C -1.93 4.24 3.19
H 2.57 0.49 1.51
H -3.36 1.15 -1.37
H 2.65 -2.39 4.69
H -1.41 5.08 5.16
H -3.33 2.92 4.14
H 1.69 2.96 5.53
H -2.88 3.87 1.25
H 0.41 7.24 2.49
H -0.38 5.96 -0.95
H 0.63 3.02 -2.20
H 0.53 2.14 4.47
H 2.31 -2.04 -1.99
H -2.35 -1.03 -6.30
H -2.90 5.57 1.74
H 1.78 -3.72 -2.00
H 3.79 -0.59 3.39
H -1.77 5.46 0.00
H 2.01 6.14 3.63
H -0.59 4.26 -0.53
H -3.09 5.31 4.67
H 2.95 4.09 2.33
H 2.35 5.30 5.15
H 0.93 1.81 -3.44
H -0.40 2.96 -3.64
H -1.23 7.09 1.85
H 2.30 5.84 1.42
H -0.54 -4.08 0.43
H -2.26 2.08 3.02
H -2.10 0.80 -4.69
H 3.28 3.40 3.92
H -1.82 6.31 3.96
H 0.02 3.50 5.48
H 0.07 7.69 0.82
H 2.35 2.48 2.73
H -0.75 -1.88 2.13
H -2.57 2.68 -0.95
H 2.27 -2.97 -0.48
H -2.02 -3.27 -0.11
H -3.07 2.36 -2.62
H -1.67 2.56 4.61
H -3.96 4.41 2.53
H -1.56 -3.30 -5.72
H 1.92 4.51 0.31
H 1.74 6.18 -0.21
H 0.73 5.93 4.84
H -0.57 -3.73 -3.53
H -1.19 -4.40 -1.18

Its LUMO energy is -3.47 eV. As for the charge: +1. The value obtained for the relative energy (zero: lowest compared OMol25 entry of this formula, charge and spin) is 64.7 kJ/mol. The total energy is -246342.954 eV.

These are the Löwdin partial charges, in e, on atoms 1 to 8: atom 1 (Br): 0.58, atom 2 (Br): 0.82, atom 3 (Ga): 0.51, atom 4 (Si): 0.47, atom 5 (Si): 0.43, atom 6 (Si): 0.63, atom 7 (N): -0.09, atom 8 (C): -0.11

---

No. 5
The following is a DFT calculation (ωB97M-V/def2-TZVPD) of a structure of composition C22H36BBeBr3CaClF5LiN3O11S.

CARTESIAN COORDINATES (ANGSTROEM)
Br 6.70 -0.69 2.15
Br 3.51 -0.71 2.45
Br 5.04 -3.33 1.45
Ca -0.23 -1.36 -3.39
Cl 1.55 -4.90 3.08
S -2.48 -5.38 1.91
F -2.98 -2.42 6.03
F 0.21 4.97 -1.96
F -0.49 2.92 -1.92
F 1.47 -3.19 2.66
F 1.04 3.55 -3.32
O 7.16 5.75 -5.60
O -2.14 2.51 -4.52
O -2.76 -6.55 1.09
O 5.28 5.03 -0.70
O 5.36 3.77 -5.21
O 2.68 2.71 -1.29
O 1.37 3.82 0.15
O 7.02 7.07 -1.11
O -1.91 -2.83 3.70
O -3.10 -5.55 3.23
O -3.56 -1.19 3.82
N -4.78 -2.41 1.13
N -5.63 -2.96 -1.12
N -4.31 -4.40 0.29
C 7.14 6.49 -3.37
C 0.62 3.71 -2.07
C -1.44 -1.50 -0.04
C 6.66 6.29 -2.13
C 3.44 4.50 1.23
C -3.36 -2.51 1.55
C -6.09 -3.69 2.95
C -4.98 -3.21 0.00
C -0.22 -2.08 0.74
C 1.70 3.35 -1.05
C 2.29 3.52 1.23
C -1.05 -0.15 -0.79
C 5.69 5.19 -1.84
C -1.90 2.60 -5.84
C -3.03 -3.91 0.92
C -0.63 -5.36 2.11
C -5.88 -2.36 2.12
C 5.14 -1.75 2.55
C 6.73 5.62 -4.47
C 5.74 4.54 -4.18
C -2.72 -1.20 0.81
C 5.26 4.34 -2.95
B -2.96 -2.18 3.06
Be -1.57 -4.55 4.70
Li -2.17 1.38 -2.26
H -2.56 3.28 -6.42
H 3.07 5.52 1.27
H -3.50 -0.73 0.15
H 4.05 4.41 0.32
H 1.71 3.61 2.15
H -2.04 0.34 -1.11
H -2.47 -0.43 1.58
H -5.48 -4.54 2.61
H -0.21 -5.68 1.13
H -6.82 -2.24 1.52
H -5.87 -1.45 2.77
H 5.85 4.12 -5.99
H -0.52 0.56 -0.12
H 0.06 -3.08 0.34
H 5.24 -2.08 3.58
H 0.66 -1.41 0.55
H 4.55 3.56 -2.73
H -0.33 -2.11 1.84
H 6.53 6.73 -0.33
H -0.26 -4.34 2.29
H -3.90 -0.51 3.22
H -7.16 -4.01 2.83
H -1.98 1.67 -6.44
H -1.99 -2.62 4.71
H -5.98 -3.49 4.05
H -2.34 -3.96 0.04
H 4.09 4.32 2.10
H -1.70 -2.22 -0.86
H -0.48 -0.35 -1.76
H -0.33 -6.05 2.93
H -0.89 2.96 -6.15
H -4.15 -5.04 -0.49
H -5.51 -2.11 -1.66
H -6.24 -3.70 -1.47
H 2.63 2.49 1.16
H 7.85 7.28 -3.59

Its LUMO energy is -9.00 eV. As for the charge: +2. The total energy is -317155.380 eV.

These are the Löwdin partial charges, in e, on atoms 1 to 8: atom 1 (Br): 0.61, atom 2 (Br): 0.55, atom 3 (Br): 0.56, atom 4 (Ca): 1.13, atom 5 (Cl): 0.79, atom 6 (S): 0.72, atom 7 (F): -0.50, atom 8 (F): 0.20

---

No. 6
The following is a DFT calculation (ωB97M-V/def2-TZVPD) of a cluster of 11 separate species, C24H62N10O20Si in total.

CARTESIAN COORDINATES (ANGSTROEM)
Si -0.33 -2.71 -0.90
O 1.60 -5.21 1.81
O -4.91 2.96 1.90
O -2.11 -4.05 2.34
O 2.64 7.97 -6.17
O 2.87 -6.41 0.48
O -6.46 1.22 -3.30
O -2.02 4.55 7.61
O -6.18 1.40 1.00
O -1.73 -10.37 4.52
O -1.93 1.64 4.11
O -2.50 2.99 6.13
O -0.32 0.14 3.92
O -3.52 -1.63 -2.63
O -8.53 1.75 -3.84
O -0.50 -9.03 3.29
O -0.45 3.67 -3.03
O -0.61 3.52 -5.22
O 3.51 6.58 -4.69
O -4.00 -3.19 -4.11
O -1.95 -3.91 4.53
N 2.14 -6.26 1.47
N -1.40 -9.26 4.09
N -7.65 1.44 -3.03
N -1.12 0.83 4.57
N 3.44 7.10 -5.81
N -5.09 1.93 1.25
N -3.83 -2.02 -3.76
N -2.33 4.16 6.48
N -0.11 3.96 -4.18
N -1.61 -3.61 3.38
C -8.06 1.31 -1.61
C -2.16 -8.08 4.60
C -0.37 -1.10 -1.95
C 4.42 6.63 -6.83
C -1.10 0.67 6.05
C 2.27 3.44 -0.39
C 4.14 -3.62 0.30
C -2.50 5.20 5.43
C -0.50 -2.63 3.22
C 5.18 -0.62 -0.85
C 4.31 -2.18 1.13
C 3.86 -1.02 0.03
C 3.34 2.09 -2.54
C 1.91 -7.46 2.31
C 3.58 2.61 -1.01
C 1.69 2.76 1.00
C 4.91 -0.19 -2.40
C 0.51 0.59 0.06
C 3.44 0.45 -2.74
C 0.20 2.05 0.80
C -3.88 1.25 0.71
C -0.62 0.28 -1.09
C 1.00 4.94 -4.34
C -4.00 -0.98 -4.82
H -2.99 1.81 1.00
H -2.92 -8.43 5.30
H -0.89 -1.78 2.67
H -0.62 1.18 -1.88
H 1.61 0.61 -0.34
H 3.85 6.21 -7.67
H 4.45 3.43 -1.07
H -3.53 5.13 5.06
H -5.03 -1.06 -5.18
H -2.32 6.19 5.87
H -0.86 1.65 6.48
H 3.28 0.27 -3.91
H 1.80 4.44 -4.89
H 4.30 -4.47 1.10
H -2.10 0.34 6.36
H -8.45 2.28 -1.29
H -8.83 0.53 -1.55
H 3.95 1.80 -0.25
H -3.82 0.00 -4.38
H -1.29 -1.21 -2.70
H 2.88 -7.80 2.68
H -1.69 0.29 -0.57
H 2.62 4.54 -0.11
H 2.53 -0.07 -2.22
H -3.85 0.24 1.14
H 0.30 -3.13 2.67
H 2.21 2.36 -2.81
H 5.84 0.20 -0.30
H 3.99 2.66 -3.34
H 0.79 -3.59 -1.33
H 0.49 -0.21 0.94
H 2.41 1.90 1.33
H -0.02 -2.32 0.48
H 5.71 0.66 -2.65
H 5.42 -1.99 1.47
H 1.44 -8.22 1.68
H -1.45 -7.42 5.10
H 5.86 -1.60 -0.88
H -3.28 -1.19 -5.61
H 3.57 -2.20 2.05
H 1.26 -7.19 3.14
H -0.26 1.81 1.86
H -0.15 -2.33 4.21
H -1.63 -3.41 -0.97
H -7.19 1.03 -1.01
H 1.40 3.54 -1.16
H -0.35 -0.07 6.32
H 1.35 5.24 -3.35
H -3.97 1.22 -0.38
H 4.97 -3.74 -0.52
H 0.61 5.80 -4.89
H -0.52 2.69 0.11
H 0.60 -1.07 -2.64
H 5.19 -1.08 -3.13
H 1.63 3.56 1.87
H 5.01 7.49 -7.15
H 3.04 -3.74 -0.15
H 5.06 5.87 -6.39
H 2.97 -1.49 -0.60
H -2.62 -7.59 3.74
H -1.78 5.00 4.63
H 3.47 -0.11 0.69

Its LUMO energy is -0.46 eV. The SMILES is CCCCCCCCCCCCCC[SiH3].C[N+](=O)[O-].C[N+](=O)[O-].C[N+](=O)[O-].C[N+](=O)[O-].C[N+](=O)[O-].C[N+](=O)[O-].C[N+](=O)[O-].C[N+](=O)[O-].C[N+](=O)[O-].C[N+](=O)[O-]. As for the charge: 0. The value obtained for the relative energy (zero: lowest compared OMol25 entry of this formula, charge and spin) is 394.5 kJ/mol. The total energy is -89587.108 eV.

These are the Löwdin partial charges, in e, on atoms 1 to 8: atom 1 (Si): 0.64, atom 2 (O): 0.03, atom 3 (O): 0.06, atom 4 (O): 0.04, atom 5 (O): 0.06, atom 6 (O): 0.04, atom 7 (O): 0.04, atom 8 (O): 0.06

---

No. 7
The following is a DFT calculation (ωB97M-V/def2-TZVPD) of the molecule C5H9NO.

CARTESIAN COORDINATES (ANGSTROEM)
O -0.25 -2.52 -1.68
N -0.05 0.54 2.77
C 0.54 -0.23 -1.40
C -0.17 0.17 1.43
C -0.73 0.53 -1.01
C -0.80 0.86 0.48
C 0.60 -1.74 -1.38
H -1.50 1.64 0.74
H -0.39 1.47 2.98
H 0.75 -0.01 -2.45
H -0.64 1.51 -1.48
H 0.37 -0.74 1.20
H -1.64 0.04 -1.33
H 1.38 0.14 -0.83
H 0.88 0.41 3.13
H 1.64 -2.07 -1.16

Its LUMO energy is 0.99 eV. The SMILES is N/C=C/CCC=O. As for the charge: 0. The value obtained for the relative energy (zero: lowest compared OMol25 entry of this formula, charge and spin) is 179.6 kJ/mol. The total energy is -8867.351 eV.

These are the natural (NBO) partial charges, in e, on atoms 1 to 8: atom 1 (O): -0.52, atom 2 (N): -0.82, atom 3 (C): -0.52, atom 4 (C): 0.00, atom 5 (C): -0.42, atom 6 (C): -0.28, atom 7 (C): 0.45, atom 8 (H): 0.20

---

| no. | HOMO (eV) |
| --- | --- |
| 1 | -9.12 |
| 2 | -8.74 |
| 3 | -11.75 |
| 4 | -10.09 |
| 5 | -10.63 |
| 6 | -9.93 |
| 7 | -8.26 |